{
  "formula": "C2H7OS",
  "method": "ωB97M-V with the def2-TZVPD basis set",
  "symbols": ["C", "H", "H", "O", "H", "H", "C", "H", "H", "S", "H"],
  "positions_angstrom": [[1.64609, -1.12721, 1.04640], [-2.20466, 1.75124, -0.46789], [-0.01921, -0.06954, 1.08451], [0.78071, -0.29709, 1.76220], [-2.21541, 1.40137, -2.25776], [2.21487, -0.53491, 0.33684], [-1.72755, 1.23242, -1.30103], [-0.79741, 1.87350, -1.34018], [1.18879, -2.05346, 0.59747], [-1.31654, -0.63279, -1.14704], [2.45032, -1.54354, 1.68647]],
  "forces_ev_per_angstrom": [[0.854, -1.157, 0.021], [-0.799, -0.647, 0.065], [2.263, -0.996, 1.672], [-2.632, 0.588, -1.643], [-0.418, 0.113, 0.143], [-0.158, -0.139, -0.793], [1.959, -0.078, -0.108], [-0.365, -0.903, -0.284], [0.053, 1.193, 0.027], [-0.248, 1.687, 0.472], [-0.509, 0.339, 0.427]],
  "homo_lumo_gap_ha": 0.247,
  "homo_ev": -2.56,
  "total_charge": -1
}

{
  "formula": "C2H7OS",
  "method": "ωB97M-V with the def2-TZVPD basis set",
  "symbols": ["H", "H", "H", "S", "C", "O", "H", "H", "H", "C", "H"],
  "positions_angstrom": [[2.61039, 0.92043, 0.88663], [-0.51741, -0.34949, -0.44661], [-1.84676, -1.14353, -1.34794], [-2.63104, 0.04818, 0.66845], [-1.42845, -0.93857, -0.36709], [1.46082, -0.66148, 0.08885], [-1.74515, 1.03450, 0.83615], [2.39649, 0.97781, -0.82374], [-1.16631, -1.84422, 0.16350], [1.86122, 0.63060, 0.09896], [1.00618, 1.32576, 0.24282]],
  "forces_ev_per_angstrom": [[-0.173, -0.106, 0.225], [0.299, -0.280, 0.016], [-0.167, -0.036, 0.007], [0.534, -0.320, -0.551], [-0.551, 0.482, 0.390], [0.286, 0.135, -0.026], [-0.165, 0.132, 0.201], [-0.198, 0.046, -0.214], [0.011, -0.102, -0.024], [0.244, -0.514, -0.018], [-0.119, 0.563, -0.006]],
  "homo_lumo_gap_ha": 0.212,
  "homo_ev": -2.27,
  "total_charge": -1
}

{
  "formula": "C2H7OS2",
  "method": "ωB97M-V with the def2-TZVPD basis set",
  "symbols": ["H", "S", "H", "C", "H", "C", "S", "O", "H", "H", "H", "H"],
  "positions_angstrom": [[2.21564, 1.07649, 1.02171], [1.13103, -1.09685, 1.28221], [2.03278, 0.20956, -0.51590], [-2.26302, -0.88963, -2.01968], [0.64162, 1.02058, 0.21609], [1.54539, 0.44558, 0.42946], [0.32557, -2.13525, -0.33303], [-2.44362, 0.13117, -2.64343], [-2.37595, -0.91185, -0.94464], [0.32637, 2.13481, 2.81749], [0.87128, 1.83890, 3.23210], [-2.00709, -1.82351, -2.54239]],
  "forces_ev_per_angstrom": [[-0.016, -0.143, 0.144], [0.004, 0.052, -0.364], [0.004, -0.074, 0.010], [-0.127, 0.469, -0.593], [-0.023, -0.057, -0.051], [0.038, 0.269, 0.008], [-0.067, -0.072, 0.141], [0.037, -0.068, -0.054], [0.055, -0.263, 0.542], [0.115, -0.047, 0.104], [-0.134, 0.065, -0.076], [0.114, -0.130, 0.188]],
  "homo_lumo_gap_ha": 0.228,
  "homo_ev": -2.37,
  "total_charge": -1
}

{
  "formula": "C2H7PS3",
  "method": "ωB97M-V with the def2-TZVPD basis set",
  "symbols": ["H", "H", "S", "H", "H", "S", "C", "H", "H", "C", "S", "P", "H"],
  "positions_angstrom": [[0.86690, 0.19748, -1.42668], [1.53025, -1.40954, 0.92281], [-2.07208, -0.18633, -0.75306], [2.59921, -0.06841, -0.84178], [-2.43805, 1.63211, 1.90444], [0.31514, 0.63461, 1.18123], [1.67285, -0.52876, -1.02316], [-0.00340, -1.38657, 0.10066], [-2.02294, -0.84846, 0.50398], [0.92650, -0.78130, 0.25254], [-2.21989, 2.64610, 1.02294], [-0.96337, 1.51845, -0.29244], [1.80888, -1.41936, -1.55148]],
  "forces_ev_per_angstrom": [[2.079, -1.030, -0.975], [-0.165, 0.432, 0.349], [-0.579, -1.071, 0.875], [1.100, 0.920, 0.089], [0.043, 0.363, -0.247], [0.334, 0.582, 0.244], [-3.406, 2.398, 0.604], [1.046, 0.318, -0.314], [-0.146, 0.909, -1.332], [-0.495, -2.228, 1.188], [0.332, -0.577, 0.119], [-0.081, 0.205, 0.551], [-0.062, -1.222, -1.149]],
  "homo_lumo_gap_ha": 0.344,
  "homo_ev": -8.85
}

{
  "formula": "C2H7S2",
  "method": "ωB97M-V with the def2-TZVPD basis set",
  "symbols": ["S", "C", "H", "H", "C", "H", "H", "H", "S", "H", "H"],
  "positions_angstrom": [[-1.25729, 0.63897, -0.89866], [0.79993, 0.79744, 0.94269], [-0.34641, -2.21704, -2.58232], [0.77783, 1.92926, 0.65572], [-0.59903, 0.18210, 0.76457], [-0.57701, -0.91993, 1.01248], [-1.35742, 0.51839, 1.49617], [1.56523, 0.29311, 0.42835], [0.72584, -1.38873, -2.36996], [0.96111, 0.60003, 2.02451], [-0.69277, -0.43359, -1.47355]],
  "forces_ev_per_angstrom": [[-1.256, 0.623, 1.591], [-1.923, 1.673, 1.736], [0.614, 0.284, 0.023], [0.183, -2.060, 0.761], [-0.358, -0.349, -0.267], [0.138, 0.882, -1.021], [0.645, 0.489, -0.173], [0.709, -0.640, -1.075], [-0.026, -1.212, -0.494], [0.581, 0.783, -0.280], [0.693, -0.473, -0.802]],
  "homo_lumo_gap_ha": 0.239,
  "homo_ev": -2.76,
  "total_charge": -1
}

{
  "formula": "C2H7S2",
  "method": "ωB97M-V with the def2-TZVPD basis set",
  "symbols": ["S", "C", "H", "H", "H", "H", "H", "H", "S", "C", "H"],
  "positions_angstrom": [[-0.95971, 1.71541, 0.51715], [0.76901, 1.62090, 1.11387], [1.32292, 0.83605, 0.57031], [0.73912, 1.11954, 2.08775], [-0.89563, -1.42914, -0.39976], [-1.36076, 0.78334, 1.40193], [-1.10356, -2.56429, -1.66706], [1.16401, 2.60842, 1.03010], [1.33464, -2.04512, -1.18425], [-0.42789, -1.74011, -1.39525], [-0.58215, -0.90500, -2.07478]],
  "forces_ev_per_angstrom": [[0.111, -0.416, 0.390], [-0.512, -2.120, -0.261], [-0.031, 0.858, -0.502], [0.078, 1.151, 0.287], [0.985, -0.012, -1.017], [-0.309, 0.190, -0.304], [0.817, -0.176, -0.291], [0.659, 0.319, 0.378], [-0.731, -0.121, -0.009], [-1.077, 0.245, 1.284], [0.009, 0.082, 0.044]],
  "multiplicity": 2,
  "homo_lumo_gap_ha": [0.362, 0.256],
  "s2": 0.753,
  "homo_ev": [-9.05, -8.89]
}

{
  "formula": "C2H7S3",
  "method": "ωB97M-V with the def2-TZVPD basis set",
  "symbols": ["H", "C", "H", "C", "S", "H", "S", "H", "H", "H", "H", "S"],
  "positions_angstrom": [[-0.64836, -0.00883, -2.45212], [-1.40564, -0.64997, -2.01360], [2.91799, 0.58980, 0.76741], [2.72061, -0.41580, 0.43659], [1.65805, -1.17675, 1.72213], [-2.35941, -0.39999, -2.47563], [-0.91575, 1.88951, -0.49070], [3.49639, -1.10893, 0.13459], [-1.12735, -1.68797, -2.09901], [0.49441, -1.14556, 1.03771], [2.05035, -0.24106, -0.40045], [-1.40449, -0.12365, -0.25757]],
  "forces_ev_per_angstrom": [[0.170, -0.110, -0.281], [0.075, 0.850, 0.573], [1.032, 0.085, 0.128], [-1.798, -0.140, -0.080], [0.282, -0.289, 0.130], [-0.067, -0.248, -0.066], [-0.046, -0.265, 0.164], [0.433, 0.435, 0.208], [-0.112, -0.459, -0.103], [0.000, 0.177, -0.065], [-0.016, -0.188, -0.293], [0.050, 0.152, -0.314]],
  "homo_lumo_gap_ha": 0.214,
  "homo_ev": -2.39,
  "total_charge": -1
}

{
  "formula": "C2H8BP",
  "method": "ωB97M-V with the def2-TZVPD basis set",
  "symbols": ["H", "B", "P", "H", "H", "C", "H", "H", "H", "H", "H", "C"],
  "positions_angstrom": [[2.16339, 1.14550, 0.64662], [-0.25210, 0.66959, -1.93333], [0.40576, -0.19849, -0.44677], [-0.85127, 1.59083, -2.47629], [-1.62645, -1.48100, -0.52016], [-1.23068, -0.81847, 0.20253], [-1.86564, 0.04779, 0.41274], [-1.14449, -1.43423, 1.11751], [0.46812, 1.36396, 1.34077], [1.45554, -0.17677, 1.60914], [1.23211, -1.33076, -0.88402], [1.24570, 0.62207, 0.93125]],
  "forces_ev_per_angstrom": [[-0.292, -0.140, -0.075], [-0.460, -0.409, -0.180], [-1.191, 0.863, -2.371], [0.758, -0.529, 0.826], [-0.621, -0.333, -0.916], [1.180, 0.065, 1.147], [0.079, -0.245, -0.199], [0.283, 0.557, -0.223], [1.282, -1.111, -0.476], [0.392, -0.257, 1.111], [-0.380, 0.814, 0.982], [-1.030, 0.726, 0.374]],
  "homo_lumo_gap_ha": 0.215,
  "homo_ev": -5.65
}

{
  "formula": "C2H8Br2O2",
  "method": "ωB97M-V with the def2-TZVPD basis set",
  "symbols": ["H", "O", "H", "H", "C", "H", "Br", "H", "C", "Br", "O", "H", "H", "H"],
  "positions_angstrom": [[18.33809, 9.49754, 14.53748], [21.39440, 4.04886, 17.40500], [21.28400, 4.78743, 16.80621], [21.12597, 10.73817, 15.34002], [19.00765, 10.31615, 14.80142], [21.38681, 6.87207, 15.71361], [21.20752, 9.10333, 13.41979], [18.52119, 10.83712, 15.62608], [20.48240, 9.90646, 15.05337], [19.03444, 11.86661, 13.52847], [21.85656, 6.07093, 15.48177], [22.49501, 6.34865, 14.82488], [20.51086, 9.22111, 15.90048], [20.52665, 3.91801, 17.78724]],
  "forces_ev_per_angstrom": [[0.349, 0.159, -0.667], [-0.048, -0.271, 0.351], [0.295, 0.228, -0.441], [-0.232, 0.077, -0.382], [0.795, 1.270, 0.130], [-0.089, 0.255, -0.056], [-0.006, -0.003, 0.629], [0.505, -0.350, 0.421], [-1.181, 0.204, 0.076], [-0.299, -0.910, 0.137], [-0.174, -0.071, 0.164], [0.175, -0.010, -0.199], [0.067, -0.423, -0.313], [-0.158, -0.154, 0.149]],
  "homo_lumo_gap_ha": 0.392,
  "homo_ev": -10.38
}

{
  "formula": "C2H8BrO2",
  "method": "ωB97M-V with the def2-TZVPD basis set",
  "symbols": ["O", "H", "H", "H", "C", "H", "C", "H", "Br", "H", "H", "O", "H"],
  "positions_angstrom": [[1.42902, -0.17325, 0.55494], [2.77454, 1.31670, 1.04596], [-1.53631, 0.26629, -1.76769], [1.09945, 0.26984, -0.25810], [1.88105, 0.80797, 1.44724], [-2.68223, -1.89708, -0.31095], [-1.91637, -1.13914, -0.48198], [-0.95817, -1.66028, -0.58424], [0.65485, 1.17900, -2.38894], [2.22386, 0.36185, 2.38218], [-1.87081, -0.47283, 0.38438], [-2.21760, -0.42742, -1.66218], [1.11872, 1.56835, 1.63937]],
  "forces_ev_per_angstrom": [[-0.208, -0.222, 0.220], [-0.205, 0.114, -0.007], [0.090, -0.293, -0.225], [0.220, -0.097, -0.017], [0.595, 0.398, -0.518], [-0.156, 0.092, -0.067], [0.333, 0.018, -0.247], [0.042, 0.074, 0.188], [-0.076, 0.073, 0.184], [-0.358, -0.245, 0.050], [0.045, -0.097, 0.112], [-0.317, 0.170, 0.141], [-0.006, 0.016, 0.188]],
  "homo_lumo_gap_ha": 0.304,
  "homo_ev": -4.40,
  "total_charge": -1
}

Strongest force on any atom / eV Å⁻¹: 3.16 0.83 0.77 4.21 3.08 2.20 1.81 2.79 1.50 0.88
Energy / eV: -15070.1991 -15069.3060 -25905.2365 -43982.3664 -23858.4717 -23856.0827 -34694.3329 -12164.1450 -146383.5153 -76343.3559